Entry 1:
DFT (the ωB97M-V functional and the def2-TZVPD basis) results for C16H21NO5S as an isolated structure at a distorted geometry.

Spin multiplicity: 1
Energy relative to the best compared isomer or geometry (same formula, charge and spin): 1591.49 kJ/mol
Calculated total energy: -39481.0950 eV
Molar mass: 339.413 u
E_LUMO: -0.0375 Eh

Geometry (Å):
C -3.966 2.783 -0.714
C -2.968 3.416 0.126
H -2.924 2.735 0.989
H -3.233 4.307 0.487
O -1.576 3.441 -0.664
C -0.760 2.404 -0.507
O -0.932 1.334 0.049
C 0.358 2.760 -1.348
C 0.689 1.794 -2.475
C 1.173 0.534 -1.952
N 2.084 0.580 -0.899
S 2.988 -0.914 -0.718
O 3.470 -1.428 -2.133
O 4.129 -0.406 0.190
C 1.912 -1.835 0.125
C 1.116 -2.590 -0.316
C 0.240 -3.222 0.244
C 0.097 -3.169 1.723
C 0.799 -2.288 2.263
C 1.891 -1.635 1.741
H 2.608 -1.110 2.043
H 0.854 -2.334 3.607
C -1.080 -3.874 2.582
O -1.018 -3.721 3.881
C -2.177 -4.917 1.627
H -2.636 -5.212 2.472
H -1.219 -5.565 1.168
H -2.711 -4.232 1.079
H -0.537 -3.932 -0.155
H 1.168 -2.594 -1.478
C 1.839 1.418 0.151
C 1.585 2.767 -0.383
H 1.317 3.487 0.618
H 2.568 3.266 -0.839
H 2.930 1.412 0.767
H 0.946 1.043 0.823
H 1.413 -0.174 -2.894
H 0.345 0.132 -1.180
H 1.528 2.297 -2.953
H -0.203 1.716 -2.913
H 0.359 3.982 -1.562
H -4.914 2.588 0.019
H -3.609 1.637 -1.051
H -3.944 3.318 -1.643

=====

Entry 2:
DFT (the ωB97M-V functional and the def2-TZVPD basis) results for a 2-piece molecular cluster, C7H11ClN2O2 overall at a distorted geometry.

Spin multiplicity: 1
Energy relative to the best compared isomer or geometry (same formula, charge and spin): 26.27 kJ/mol
Calculated total energy: -27030.3991 eV
Molar mass: 190.630 u
E_LUMO: -0.0287 Eh

Geometry (Å):
C 0.673 -1.486 0.487
C 1.942 1.265 0.452
C 2.618 2.321 1.328
C 0.719 -0.160 -1.988
C -2.557 -2.068 0.281
C -2.230 0.329 0.294
C 0.056 0.300 -0.705
N 0.830 -2.582 0.778
N 0.758 1.194 0.056
O -2.365 -0.823 1.016
O -1.277 0.207 -0.842
Cl 3.233 0.060 -0.051
H 3.485 2.740 0.854
H 2.929 2.014 2.296
H 1.776 3.028 1.387
H 0.953 0.662 -2.550
H -0.171 -0.873 -2.432
H 1.479 -0.945 -1.817
H -2.520 -2.909 0.976
H -1.771 -2.174 -0.418
H -3.507 -1.981 -0.170
H -1.903 1.077 0.954
H -3.153 0.806 -0.186

=====

Entry 3:
DFT (the ωB97M-V functional and the def2-TZVPD basis) results for an isolated ion of composition C4H13N3O and charge +2 at a distorted geometry.

Net charge: +2
Spin multiplicity: 1
Energy relative to the best compared isomer or geometry (same formula, charge and spin): 126.51 kJ/mol
SMILES: C[NH2+][C@@H](O)N(C)C=[NH2+]
Calculated total energy: -10858.2974 eV
Molar mass: 119.168 u
E_LUMO: -0.2722 Eh

Geometry (Å):
C -2.694 -0.581 -0.414
N -1.332 -0.101 -0.594
C -0.312 -0.403 0.593
O -0.113 -1.718 0.730
N 0.937 0.615 0.068
C 0.930 1.960 0.458
C 2.091 0.138 -0.274
N 2.295 -1.143 -0.469
H -3.335 0.155 -0.921
H -2.824 -1.548 -0.860
H -3.030 -0.569 0.627
H -1.247 0.950 -0.855
H -0.872 -0.609 -1.405
H -0.544 0.166 1.449
H -0.291 -2.126 1.626
H 1.272 2.594 -0.367
H -0.074 2.551 0.587
H 1.402 2.101 1.422
H 2.940 0.797 -0.559
H 3.197 -1.453 -0.711
H 1.603 -1.775 -0.132

=====

Entry 4:
DFT (the ωB97M-V functional and the def2-TZVPD basis) results for a 6-piece molecular cluster, C31H51IN2O10 overall at a distorted geometry.

Spin multiplicity: 1
SMILES: ICCCc1cccc2nccnc12.CCOC(C)=O.CCOC(C)=O.CCOC(C)=O.CCOC(C)=O.CCOC(C)=O
Calculated total energy: -64528.8456 eV
Molar mass: 738.657 u
E_LUMO: -0.0139 Eh

Geometry (Å):
I -4.935 4.249 -4.860
C -3.568 3.326 -3.409
C -3.432 1.796 -3.733
C -2.242 1.066 -2.982
C -0.904 1.840 -3.300
C -0.675 2.257 -4.666
C 0.580 3.027 -4.969
C 1.499 3.312 -3.889
C 1.276 2.877 -2.468
N 2.239 3.247 -1.536
C 1.861 2.811 -0.308
C 0.639 2.020 0.015
N -0.281 1.669 -0.915
C 0.040 2.130 -2.185
H -2.620 3.912 -3.496
H -3.929 3.480 -2.350
H -3.360 1.631 -4.849
H -4.378 1.254 -3.427
H -2.488 1.094 -1.881
H -2.165 -0.018 -3.285
H -1.369 2.071 -5.520
H 0.776 3.392 -6.003
H 2.418 3.913 -4.125
H 2.539 3.072 0.549
H 0.446 1.690 1.071
C -6.442 0.745 -0.409
C -6.328 -0.444 -1.341
O -4.960 -0.846 -1.499
C -4.312 -1.671 -0.660
C -4.931 -1.995 0.674
O -3.217 -2.083 -0.950
H -6.087 0.506 0.595
H -7.479 1.080 -0.337
H -5.830 1.573 -0.772
H -6.951 -1.284 -1.030
H -6.676 -0.156 -2.334
H -4.537 -1.310 1.426
H -4.659 -3.017 0.940
H -6.018 -1.955 0.679
C -6.490 -1.230 -7.868
C -6.877 -0.509 -6.593
O -7.205 -1.434 -5.549
C -6.286 -1.997 -4.742
C -4.828 -1.891 -5.103
O -6.636 -2.634 -3.783
H -5.600 -1.846 -7.728
H -6.293 -0.516 -8.669
H -7.293 -1.900 -8.183
H -6.113 0.196 -6.257
H -7.779 0.078 -6.774
H -4.532 -2.782 -5.658
H -4.249 -1.833 -4.181
H -4.578 -1.003 -5.680
C 0.291 -3.295 2.714
C -0.213 -2.356 3.791
O 0.438 -1.080 3.711
C 0.042 -0.083 2.907
C -0.959 -0.371 1.819
O 0.542 1.017 3.011
H 0.074 -2.915 1.714
H -0.170 -4.279 2.816
H 1.375 -3.405 2.783
H -1.298 -2.243 3.775
H 0.041 -2.764 4.770
H -0.428 -0.586 0.890
H -1.580 0.514 1.679
H -1.638 -1.189 2.048
C 3.238 0.098 1.788
C 4.595 -0.570 1.708
O 5.624 0.382 1.409
C 6.246 1.133 2.335
C 5.671 1.207 3.725
O 7.207 1.791 2.028
H 3.198 0.838 2.589
H 2.454 -0.640 1.962
H 3.023 0.627 0.858
H 4.837 -1.137 2.609
H 4.595 -1.286 0.884
H 5.024 2.081 3.799
H 6.494 1.308 4.434
H 5.118 0.318 4.022
C 8.946 0.510 7.353
C 9.114 -0.946 7.736
O 7.949 -1.709 7.396
C 7.723 -2.240 6.180
C 8.576 -1.803 5.018
O 6.802 -2.998 6.020
H 8.817 0.632 6.277
H 9.815 1.092 7.665
H 8.055 0.926 7.829
H 10.013 -1.392 7.304
H 9.221 -1.024 8.819
H 8.072 -0.990 4.492
H 8.697 -2.648 4.341
H 9.579 -1.489 5.298